{
  "formula": "C35H39As2BrInN5O14",
  "method": "the ωB97M-V functional and the def2-TZVPD basis",
  "e_homo_ev": -12.579,
  "fmax_ev_per_a": 0.5,
  "energy_ha": -9919.5568,
  "lumo_ev": -5.9,
  "total_charge": 2,
  "de_lowest_ev": 0.0000,
  "elements": ["C", "N", "H", "H", "H", "H", "O", "H", "C", "C", "C", "N", "C", "C", "C", "N", "H", "H", "O", "C", "O", "C", "H", "C", "H", "H", "C", "C", "C", "C", "C", "H", "O", "H", "H", "C", "C", "H", "H", "H", "C", "H", "C", "C", "O", "H", "O", "C", "C", "O", "H", "H", "H", "H", "O", "C", "O", "H", "C", "H", "C", "In", "H", "H", "O", "O", "H", "C", "H", "O", "Br", "H", "H", "C", "H", "C", "C", "C", "H", "H", "O", "C", "C", "C", "C", "O", "N", "H", "H", "C", "As", "As", "H", "H", "H", "N", "H"],
  "xyz": [[-3.443, 2.404, 0.191], [0.679, -0.602, 4.856], [7.222, -2.242, -2.215], [-1.446, -3.184, -2.722], [-2.446, -2.178, -5.206], [1.317, -2.582, 4.903], [3.900, 0.418, -3.370], [6.072, -1.021, -2.786], [3.998, 0.249, -0.106], [3.233, -2.392, -1.440], [8.489, -0.848, 0.955], [-1.643, -2.583, -4.744], [-0.269, 1.630, 3.439], [-3.568, 0.951, 0.175], [0.297, 0.548, 5.525], [-4.310, 3.265, -0.361], [2.931, 1.161, 3.462], [-0.409, -3.494, 1.470], [3.618, 1.855, 1.700], [6.223, -0.296, 0.638], [-0.743, 2.548, 2.778], [1.839, 1.788, -1.795], [3.190, -0.129, 2.256], [-1.601, -2.285, -3.320], [-2.509, -1.811, -2.943], [-4.154, 7.900, -0.181], [-0.438, -1.351, -3.016], [3.563, -0.866, -3.332], [-3.911, 4.571, -0.082], [-4.831, 0.344, 0.162], [-2.599, 6.799, 0.811], [-0.068, -1.563, -4.809], [2.296, -4.367, -0.438], [-1.630, -3.572, -4.943], [2.759, 2.214, -2.178], [4.490, 0.872, -4.610], [4.129, 1.639, 0.481], [1.392, 2.449, -1.053], [-1.848, -3.877, 0.489], [0.413, -2.062, 6.339], [-2.401, 0.186, 0.277], [-3.900, -2.872, 0.616], [-2.747, 4.456, 0.671], [-2.558, -1.202, 0.478], [7.222, -1.112, 0.309], [4.079, -5.290, -0.986], [-1.366, -1.870, 0.722], [-4.453, 5.806, -0.413], [-3.773, 6.915, 0.048], [3.719, -1.657, -4.221], [-5.359, 5.899, -0.997], [5.408, 0.323, -4.808], [5.898, -2.720, -3.305], [3.062, -4.744, -2.357], [0.945, -1.598, 2.790], [6.186, -2.060, -2.491], [-1.214, 0.737, 0.236], [3.791, 0.716, -5.428], [2.301, -3.053, -0.467], [4.584, 0.632, 3.061], [3.584, 0.803, 2.671], [0.377, -0.426, 0.873], [-5.729, 0.945, 0.110], [-5.098, 2.989, -0.924], [-0.217, -0.894, -1.912], [6.314, 0.619, 1.412], [-0.466, 2.517, 5.433], [4.972, -0.663, -0.118], [-1.714, 2.694, 1.347], [1.486, -2.477, 0.239], [-6.622, -1.856, 0.256], [2.095, -1.532, 6.103], [-2.045, -3.225, 2.144], [-0.160, 1.636, 4.891], [8.818, 0.161, 0.717], [-2.062, 5.571, 1.138], [-1.431, -3.211, 1.244], [3.064, -5.177, -1.359], [9.177, -1.586, 0.559], [2.568, -6.141, -1.367], [4.497, 2.540, -0.214], [-4.931, -1.022, 0.277], [-3.790, -1.808, 0.464], [1.158, -1.769, 5.602], [2.860, -1.263, -2.067], [0.330, -1.069, -4.046], [0.181, 0.473, 2.839], [4.696, 1.927, -4.464], [0.386, 0.495, 6.601], [0.614, -0.611, 3.507], [5.139, -2.520, -0.907], [2.191, 0.111, -0.910], [-2.108, 7.700, 1.152], [-1.164, 5.473, 1.731], [8.381, -0.955, 2.031], [-2.493, 3.096, 0.808], [1.122, 1.584, -2.587]],
  "forces_ev_per_angstrom": [[0.05, 0.02, -0.02], [0.03, 0.01, -0.03], [0.00, 0.00, 0.00], [0.00, 0.00, 0.00], [0.00, 0.00, 0.00], [0.00, 0.00, 0.00], [0.03, -0.03, 0.02], [-0.01, 0.01, 0.01], [-0.10, 0.01, 0.01], [-0.02, -0.05, 0.03], [0.01, 0.00, 0.01], [0.00, 0.00, 0.00], [-0.16, -0.13, 0.04], [0.01, 0.04, 0.03], [-0.02, 0.00, 0.00], [-0.04, 0.02, -0.01], [0.00, 0.00, 0.00], [0.00, 0.00, 0.00], [-0.08, 0.00, -0.01], [0.07, 0.10, -0.13], [0.22, 0.02, 0.11], [0.02, 0.00, 0.01], [0.01, 0.00, 0.01], [0.01, 0.00, 0.00], [0.00, 0.00, 0.00], [0.00, 0.00, 0.00], [0.04, 0.08, -0.03], [-0.10, 0.09, -0.06], [0.00, -0.01, 0.00], [0.03, -0.01, -0.01], [0.00, 0.00, 0.00], [-0.02, 0.02, -0.01], [-0.01, 0.02, 0.02], [0.00, 0.00, 0.00], [0.00, 0.00, 0.00], [0.01, 0.00, -0.01], [0.29, -0.01, 0.02], [-0.01, 0.00, -0.01], [0.01, 0.00, 0.00], [0.00, 0.00, 0.00], [-0.08, -0.02, 0.07], [0.00, 0.00, 0.00], [-0.03, -0.06, -0.02], [0.01, 0.00, -0.03], [-0.02, -0.03, 0.02], [0.01, 0.01, 0.00], [-0.03, 0.05, 0.01], [-0.01, 0.00, -0.01], [0.00, 0.00, 0.00], [0.04, -0.02, 0.01], [0.00, 0.00, 0.00], [0.00, 0.00, 0.00], [0.00, 0.01, 0.00], [-0.01, 0.01, 0.00], [-0.02, 0.09, -0.04], [0.02, -0.03, -0.02], [0.09, 0.00, 0.01], [-0.01, 0.00, 0.00], [-0.11, 0.06, -0.19], [0.00, 0.00, -0.01], [0.00, 0.01, 0.01], [0.00, -0.55, -0.03], [-0.01, -0.02, 0.00], [-0.01, 0.02, 0.01], [-0.06, -0.10, 0.06], [-0.01, -0.06, 0.05], [0.01, 0.00, 0.01], [-0.04, -0.05, 0.05], [-0.04, -0.04, 0.07], [-0.05, 0.04, 0.12], [0.01, 0.01, 0.00], [0.00, 0.00, 0.00], [0.00, 0.00, 0.00], [0.05, 0.02, -0.02], [0.00, 0.00, 0.00], [0.00, 0.00, 0.00], [0.00, -0.02, -0.01], [0.06, 0.02, 0.00], [0.00, 0.00, 0.00], [0.00, 0.00, 0.01], [-0.14, -0.01, -0.01], [-0.03, 0.02, 0.01], [0.01, -0.01, 0.00], [0.00, -0.01, 0.01], [0.04, -0.11, 0.07], [0.02, -0.01, 0.00], [0.09, 0.15, -0.06], [0.00, 0.00, 0.00], [0.00, 0.00, 0.00], [0.02, 0.02, 0.05], [0.01, 0.04, 0.02], [0.07, 0.25, 0.02], [0.00, 0.00, 0.00], [-0.01, 0.00, 0.00], [0.00, 0.00, 0.00], [-0.12, 0.11, -0.19], [0.01, 0.00, -0.01]]
}